[1]
{
  "formula": "C6H12N2",
  "method": "wB97M-V/def2-TZVPD",
  "smiles": "C/C=C\\NN1C[C@H]1C",
  "lumo_energy_ev": 1.01,
  "fmax_ev_per_a": 6.3,
  "relative_energy_kj_mol": 476.4,
  "species": ["N", "N", "C", "C", "C", "C", "C", "C", "H", "H", "H", "H", "H", "H", "H", "H", "H", "H", "H", "H"],
  "positions_angstrom": [[-1.0087, 0.6670, -0.3675], [0.4156, 0.4680, -0.0632], [2.7185, -0.0160, -0.5539], [-2.0455, -0.1674, 0.3292], [-2.8251, -0.8356, -0.7340], [-2.1408, 1.3176, 0.6009], [3.3000, -0.3884, 0.8033], [1.4707, 0.0650, -0.9365], [0.3519, 0.2064, 0.9603], [-2.6851, 1.9306, 0.0084], [-3.6250, -1.4963, -0.2881], [-3.3282, -0.1763, -1.5464], [-1.8929, -0.7382, 1.2179], [3.4445, 0.0381, -1.2829], [-1.7714, 1.6584, 1.6798], [1.2710, 0.3792, -1.9431], [2.6575, 0.0190, 1.5497], [4.2640, 0.0350, 0.8969], [3.4463, -1.4901, 0.9373], [-2.0172, -1.4761, -1.2681]],
  "forces_ev_per_a": [[-0.637, -0.817, 0.599], [-2.278, -0.173, 3.676], [1.100, -1.896, 2.019], [0.301, 2.654, -1.829], [-0.954, -1.676, -1.668], [5.291, -2.320, 2.496], [-1.034, -0.670, -1.055], [-2.660, 2.617, 0.602], [1.500, 0.071, -1.780], [-1.843, 1.918, -1.329], [0.743, 0.464, -0.648], [1.083, -0.818, 1.625], [0.817, -0.511, 0.422], [1.259, -0.105, -1.850], [-0.978, -0.601, -2.541], [-0.307, -0.273, -0.482], [-0.301, 0.034, 1.031], [1.031, 0.612, 0.215], [-0.433, 0.794, -0.127], [-1.702, 0.697, 0.624]],
  "lowdin_charge": [-0.06, -0.03, -0.19, -0.41, -0.10, -0.01, -0.09, -0.16, 0.13, 0.04, 0.08, 0.11, 0.12, 0.06, 0.14, 0.10, 0.04, 0.05, 0.09, 0.10]
}



[2]
{
  "formula": "C6H12N2",
  "method": "wB97M-V/def2-TZVPD",
  "multiplicity": 2,
  "charge": 1,
  "lumo_energy_ev": [-3.87, -7.87],
  "fmax_ev_per_a": 0.9,
  "relative_energy_kj_mol": 22.8,
  "species": ["N", "N", "C", "C", "C", "C", "C", "C", "H", "H", "H", "H", "H", "H", "H", "H", "H", "H", "H", "H"],
  "positions_angstrom": [[1.4004, -0.2303, -2.0471], [2.4616, 0.3824, -0.1751], [-2.0302, 1.3628, 0.9956], [1.0560, -1.1141, -1.1204], [1.7783, -0.7355, 0.0663], [1.8300, -1.4520, 1.3395], [2.2763, 0.6424, -1.4391], [-3.1170, 0.6896, 0.1520], [-1.7063, 0.7231, 1.8181], [-2.3141, 2.3128, 1.4473], [0.3535, -1.9345, -1.2166], [1.5466, -2.4987, 1.1792], [-3.4445, -0.2676, 0.5659], [2.7760, 1.4221, -1.9864], [-4.0340, 1.2820, 0.0747], [1.1257, -0.2943, -3.0217], [1.1340, -1.0295, 2.0772], [-2.7965, 0.5063, -0.8660], [-1.1333, 1.5786, 0.4158], [2.8374, -1.3453, 1.7410]],
  "forces_ev_per_a": [[-0.421, -0.776, -0.204], [0.482, 0.042, 0.079], [0.288, -0.105, 0.196], [-0.367, -0.472, 0.176], [-0.240, 0.096, 0.663], [-0.199, -0.393, -0.055], [0.334, 0.711, -0.475], [-0.562, 0.049, 0.177], [-0.062, -0.023, 0.039], [-0.236, -0.070, -0.093], [0.141, 0.170, -0.350], [0.187, 0.165, 0.244], [0.186, 0.059, 0.028], [-0.056, 0.202, -0.112], [0.238, 0.081, 0.048], [0.095, 0.340, 0.093], [0.042, 0.086, -0.155], [0.136, -0.052, -0.242], [0.065, 0.032, -0.172], [-0.051, -0.141, 0.115]],
  "mulliken_spin": [-0.01, -0.08, 0.00, 0.36, 0.32, 0.03, 0.30, 0.00, 0.00, 0.00, 0.01, 0.00, 0.00, 0.02, 0.00, 0.00, 0.04, 0.00, 0.00, 0.01]
}



[3]
{
  "formula": "C6H12N2O",
  "method": "wB97M-V/def2-TZVPD",
  "smiles": "CC1=N[C@@H](C)N(C)CO1",
  "lumo_energy_ev": 0.96,
  "fmax_ev_per_a": 5.6,
  "relative_energy_kj_mol": 300.2,
  "species": ["O", "N", "N", "C", "C", "C", "C", "C", "C", "H", "H", "H", "H", "H", "H", "H", "H", "H", "H", "H", "H"],
  "positions_angstrom": [[-0.6482, 0.4106, 1.7210], [-1.2137, 0.4646, -0.5344], [0.9929, -0.5063, 0.2127], [0.1740, 0.1194, -0.8498], [1.1329, -1.9777, 0.1979], [-1.5746, 0.6634, 0.6461], [0.5827, 1.4105, -1.5294], [-2.9307, 1.1679, 0.9515], [0.9053, -0.0412, 1.5044], [-2.8918, 2.2480, 1.0290], [0.8515, -0.8194, 2.2169], [1.5594, 1.5929, -2.0349], [-3.1368, 0.7157, 1.9157], [1.3799, 0.9848, 1.9042], [-0.2835, 1.6479, -2.2469], [0.3252, 2.1775, -0.7686], [0.5560, -2.5326, 0.8717], [0.0376, -0.6822, -1.6833], [0.8094, -2.1230, -0.7920], [-3.6797, 0.7842, 0.3100], [2.1718, -2.1756, 0.2955]],
  "forces_ev_per_a": [[-1.616, 0.809, -0.162], [-0.100, -0.613, -0.706], [0.730, -0.050, 0.033], [-1.139, -1.755, -1.703], [0.461, 2.403, -1.638], [3.615, -1.220, 0.824], [-0.974, 1.854, -0.449], [0.976, -0.524, 2.129], [-3.454, 4.439, 0.171], [-0.311, 0.129, 0.007], [0.898, -0.634, 0.816], [-0.616, -0.574, 0.684], [-0.398, 0.431, 0.551], [-0.510, -2.465, -1.306], [1.547, -0.644, 0.602], [0.978, 0.057, -0.316], [-1.090, -0.549, 1.211], [0.635, 1.117, 1.479], [-0.095, -1.504, -1.230], [-0.392, -0.042, -1.110], [0.854, -0.664, 0.112]],
  "lowdin_charge": [-0.11, 0.08, -0.15, -0.37, -0.03, -0.40, -0.07, 0.00, -0.09, 0.09, 0.10, 0.08, 0.08, 0.16, 0.10, 0.08, 0.07, 0.16, 0.06, 0.07, 0.08]
}



[4]
{
  "formula": "C6H12N2O",
  "method": "wB97M-V/def2-TZVPD",
  "lumo_energy_ev": [0.25, 0.25],
  "fmax_ev_per_a": 3.8,
  "relative_energy_kj_mol": 653.5,
  "species": ["O", "N", "N", "C", "C", "C", "C", "C", "C", "H", "H", "H", "H", "H", "H", "H", "H", "H", "H", "H", "H"],
  "positions_angstrom": [[0.0703, -1.9527, -1.2769], [0.9474, 1.7475, -1.0706], [-0.8284, 0.9278, 1.2951], [2.2067, -0.4003, 1.1911], [-0.9533, -0.3352, 0.8027], [1.6329, -0.6657, 0.0395], [-2.2304, -0.6418, 0.0865], [0.7483, 0.3966, -1.4549], [0.3942, -0.7351, -0.6711], [0.8442, 0.2406, -2.5287], [1.7001, -0.1123, 2.1256], [-2.1447, -1.5974, -0.4268], [-0.0114, 1.1129, 1.8642], [-0.5903, -1.0904, 1.4940], [-2.4670, 0.1345, -0.6407], [1.3631, 1.8600, -0.1559], [-1.1165, 1.6778, 0.6800], [-0.0096, -1.7991, -2.2269], [0.1990, 2.3947, -1.2732], [3.2828, -0.4355, 1.3278], [-3.0373, -0.7270, 0.8190]],
  "forces_ev_per_a": [[0.134, 0.560, -0.195], [0.157, -0.958, 0.029], [-0.143, 1.098, 0.788], [0.284, 0.396, 0.313], [1.472, -1.474, -2.636], [0.552, -1.648, 1.017], [-0.112, -0.318, 0.477], [-0.616, 2.229, -2.745], [-0.813, 0.070, 3.734], [-0.050, 0.004, -0.084], [-0.241, -0.271, -0.282], [-0.018, 0.061, -0.045], [-0.246, 0.149, -0.348], [-0.194, -0.063, 0.009], [-0.061, 0.070, -0.007], [-0.242, 0.051, 0.079], [0.227, -0.124, 0.252], [-0.062, -0.065, 0.020], [0.072, 0.003, -0.024], [0.090, 0.098, -0.231], [-0.186, 0.135, -0.120]],
  "lowdin_charge": [0.01, 0.04, 0.06, -0.03, -0.31, -0.05, -0.08, -0.15, -0.46, 0.11, 0.05, 0.07, 0.08, 0.13, 0.08, 0.06, 0.09, 0.10, 0.07, 0.04, 0.08]
}



[5]
{
  "formula": "C6H12N2O",
  "method": "wB97M-V/def2-TZVPD",
  "smiles": "CC(=C/N)/C(N)=C(/C)O",
  "lumo_energy_ev": 0.87,
  "fmax_ev_per_a": 2.2,
  "relative_energy_kj_mol": 300.8,
  "species": ["O", "N", "N", "C", "C", "C", "C", "C", "C", "H", "H", "H", "H", "H", "H", "H", "H", "H", "H", "H", "H"],
  "positions_angstrom": [[1.4942, -1.5538, 0.6512], [0.6920, 1.7668, 1.0864], [-0.8831, -0.4567, -1.9521], [1.0822, -0.4230, -0.0941], [-0.9973, -0.0018, 0.5545], [-0.8689, -0.8894, -0.5828], [0.2614, 0.5425, 0.6364], [2.1294, 0.0230, -1.0761], [-2.1784, 0.1276, 1.4727], [-0.0034, 2.3903, 1.4717], [-0.5200, 0.4845, -2.0640], [-1.3229, -1.8814, -0.4958], [-2.8405, 0.9555, 1.1977], [-1.8167, -0.4977, -2.3532], [1.6322, -2.2764, 0.0253], [-1.8561, 0.2962, 2.5048], [2.1342, -0.6623, -1.9342], [-2.7717, -0.7923, 1.4706], [1.5771, 1.8057, 1.5741], [3.1360, 0.0159, -0.6424], [1.9204, 1.0266, -1.4507]],
  "forces_ev_per_a": [[0.056, 0.231, 0.033], [0.354, 0.472, 0.433], [-0.345, -0.090, -0.366], [-1.412, -0.933, -0.579], [0.466, 0.659, 0.794], [2.182, 0.354, 0.022], [-1.202, -0.755, -0.077], [-0.082, -0.112, -0.317], [0.078, 0.285, 0.006], [0.072, -0.181, -0.033], [-0.112, -0.082, 0.132], [0.199, -0.079, -0.103], [-0.091, -0.101, -0.009], [0.087, 0.058, 0.039], [-0.008, 0.160, 0.125], [-0.004, 0.047, -0.067], [0.015, 0.093, 0.069], [0.052, 0.078, -0.122], [-0.145, -0.052, -0.056], [-0.146, -0.012, 0.063], [-0.015, -0.040, 0.014]],
  "lowdin_charge": [-0.02, 0.13, 0.01, -0.34, -0.24, -0.16, -0.30, -0.04, -0.05, 0.09, 0.07, 0.12, 0.07, 0.07, 0.10, 0.07, 0.08, 0.07, 0.10, 0.08, 0.08]
}